ORCA calculation (ωB97M-V with the def2-TZVPD basis set) on a structure of composition C56H64FeN7O4Se.

```
133
Properties=species:S:1:pos:R:3:forces:R:3:lowdin_spin:R:1
Se -0.58313 1.82497 1.47320 0.1 0.1 0.0 0.03
Fe 1.32529 0.54386 -0.29951 -0.5 0.0 0.1 3.71
O 1.15440 -0.76924 1.30799 0.2 -0.1 0.1 0.03
O 1.93355 1.82991 -1.85015 -0.1 0.5 -0.1 0.03
O -0.53710 0.44099 -1.18401 0.1 -0.2 0.0 0.05
O 3.75407 -0.35778 0.37142 0.2 0.3 0.1 0.01
N 4.24055 -3.31215 -5.48318 0.0 -0.1 0.0 0.00
N 2.55093 3.27365 0.56768 0.1 -0.5 0.2 0.01
N 5.43078 -3.62487 -5.12947 -0.1 0.1 -0.1 0.00
N 2.66631 2.01484 0.65343 0.0 0.3 0.0 0.04
N 1.52907 -2.51267 -3.38899 -0.3 0.1 0.0 0.00
N 3.39614 -3.48249 -4.44576 0.3 -0.1 0.0 0.00
N 1.53379 -1.23721 -1.60621 0.0 0.1 -0.2 0.02
C -3.18820 -1.94988 5.89097 0.0 0.0 0.0 0.00
C 1.08900 3.80242 -2.80000 0.0 0.1 0.0 0.00
C 0.56547 -4.42336 3.71758 0.1 0.0 0.0 0.00
C 3.52236 1.57120 1.69090 0.0 0.0 -0.1 0.00
C 1.26834 -3.79039 1.44374 0.0 0.0 0.1 0.00
C 1.83096 3.78142 -0.47598 0.1 -0.1 0.1 0.00
C 1.99609 -3.13953 -4.58657 0.0 0.0 -0.1 0.00
C -4.46172 -0.38664 4.44604 0.0 0.0 0.0 0.00
C 2.05423 -1.40522 -2.79578 0.3 0.1 0.0 0.00
C 6.44340 -4.37413 -2.94300 -0.1 0.0 -0.1 0.00
C -0.83989 0.09458 2.27169 0.0 0.0 0.0 0.00
C 0.98386 -3.23594 2.84876 0.0 0.0 0.0 0.00
C -3.90096 1.62755 -1.74294 0.0 0.1 0.0 0.00
C -2.23821 -1.30315 3.66121 0.0 0.0 0.0 0.00
C 3.74405 -4.14558 -2.00913 0.1 -0.1 -0.1 0.00
C -3.18464 2.35563 0.39052 0.0 0.0 0.1 0.00
C 5.19174 0.52860 3.63757 0.0 -0.1 0.0 0.00
C -2.67681 1.05259 -2.04449 0.0 0.0 -0.1 0.00
C -4.25506 -2.76820 3.78327 0.0 0.0 0.0 0.00
C 4.08840 -3.90412 -3.34709 0.0 0.0 0.1 0.00
C -5.90992 3.88422 -1.44086 0.0 0.0 0.0 0.00
C 1.26510 7.21848 0.90045 0.0 0.0 0.0 0.00
C -1.24358 -2.28218 3.56086 -0.2 0.0 0.0 0.00
C -1.06832 0.36269 -3.94569 0.0 0.1 0.0 0.00
C 4.61466 1.77270 3.82128 0.0 0.0 0.0 0.00
C -5.70199 3.59526 1.01219 0.0 0.0 0.0 0.00
C 4.77780 -4.50906 -1.17869 0.0 -0.1 -0.1 0.00
C -2.95448 -1.10724 -3.25235 0.1 0.0 0.1 0.00
C -1.95532 1.76559 0.15026 0.0 0.0 0.0 0.00
C -5.58972 2.87419 -0.33052 0.0 0.0 0.0 0.00
C 0.89758 5.83141 -1.47518 0.0 0.0 -0.1 0.00
C 0.51605 7.17980 -1.37146 0.0 0.0 0.1 0.00
C 0.69661 7.87502 -0.20087 0.0 -0.1 -0.1 0.00
C 4.13045 -1.71589 0.28610 0.0 0.0 -0.1 0.00
C -4.20091 2.28374 -0.54793 0.0 0.0 0.0 0.00
C -1.98943 -0.10374 3.02180 -0.1 0.0 0.0 0.00
C -2.50452 0.35286 -3.40347 0.0 -0.1 0.0 0.00
C 1.62981 3.05917 -1.67846 -0.1 -0.3 -0.3 0.00
C 0.72556 5.10005 -2.69585 0.1 -0.2 0.0 0.00
C 0.61066 -2.23921 -1.42297 -0.1 0.0 -0.1 0.00
C 4.09509 0.30061 1.51343 -0.2 0.0 0.1 0.00
C 3.08836 -0.54686 -3.42239 0.1 0.1 0.0 0.00
C 0.13447 -0.91317 2.09987 -0.1 -0.1 -0.1 0.00
C 1.63761 5.90029 0.82156 0.0 0.0 0.0 0.00
C -6.63633 1.75053 -0.35707 0.0 0.0 0.0 0.00
C -3.51916 -1.59019 4.43600 0.0 0.0 0.0 0.00
C 3.77676 2.29195 2.84524 0.1 0.0 -0.1 0.00
C 6.10930 -4.63142 -1.63635 -0.1 0.0 0.0 0.00
C 5.40434 -3.99478 -3.80361 -0.1 0.0 0.0 0.00
C 1.46991 5.17051 -0.37185 0.0 0.1 0.0 0.00
C 2.27350 -2.65379 3.44331 0.0 0.0 0.0 0.00
C -1.66117 1.06181 -1.03913 0.0 0.0 0.0 0.01
C 0.59787 -3.04395 -2.51194 0.0 -0.1 0.0 0.00
C -0.07979 -2.13291 2.83212 0.0 0.1 -0.1 0.00
C 4.93483 -0.21475 2.48974 0.0 0.0 0.0 0.00
C -3.36244 1.02770 -4.48573 -0.1 -0.1 0.0 0.00
H -5.52036 2.91699 1.84677 0.0 0.0 0.0 0.00
H -7.64318 2.15617 -0.23051 0.0 0.0 0.0 0.00
H 2.79310 -0.25934 -4.43310 0.0 0.0 0.0 0.00
H -0.38540 -0.16222 -3.29119 0.1 -0.1 0.1 0.00
H -2.57460 -2.84852 5.95028 0.0 0.0 0.0 0.00
H -3.13332 2.09259 -4.54988 0.0 0.0 0.0 0.00
H -4.76423 -0.10790 3.43593 0.0 0.0 0.0 0.00
H 3.18312 0.36116 -2.83069 0.0 0.0 0.0 0.00
H 0.02065 -2.28561 -0.52700 -0.1 0.0 0.0 0.00
H 1.40145 7.75437 1.83158 0.0 0.0 0.0 0.00
H 4.80502 2.33645 4.72509 0.0 0.0 0.0 0.00
H 5.36488 -1.19999 2.37951 0.0 0.0 0.0 0.00
H 1.93331 -2.49615 -5.46666 -0.1 0.0 0.1 0.00
H 3.06671 -3.40802 3.45155 0.0 0.0 0.0 0.00
H 0.07351 7.66102 -2.23604 0.0 0.0 0.0 0.00
H 2.60416 -1.79871 2.86322 0.0 0.1 0.0 0.00
H -1.07116 -0.10173 -4.93776 0.0 0.0 0.0 0.00
H 0.28883 5.61778 -3.54273 0.0 0.0 0.0 0.00
H -3.14729 0.57154 -5.45491 0.0 0.0 0.0 0.00
H 2.10498 -2.32374 4.47110 0.0 0.0 0.0 0.00
H -4.68283 1.57250 -2.48818 0.0 0.0 0.0 0.00
H 0.39862 8.91221 -0.12469 0.0 0.0 0.0 0.00
H -6.60591 1.20735 -1.30155 0.0 0.0 0.0 0.00
H 5.22046 -1.82030 0.26758 0.0 0.0 -0.1 0.00
H -3.32669 2.86491 1.33419 0.0 0.0 0.0 0.00
H -3.63047 -3.66145 3.76850 0.0 0.0 0.0 0.00
H 0.37145 -4.25423 1.02454 0.0 0.0 0.0 0.00
H -5.92821 3.40645 -2.42002 0.0 0.0 0.0 0.00
H 2.04665 -4.55866 1.50256 0.0 0.0 0.0 0.00
H -1.40446 -3.21869 4.08197 0.0 0.1 0.0 0.00
H -6.44889 1.03423 0.44399 0.0 0.0 0.0 0.00
H -2.87031 -1.63949 -4.20479 0.0 0.0 0.0 0.00
H -2.69654 0.71304 3.07908 0.0 0.0 0.0 0.00
H -4.43337 0.92039 -4.31306 0.0 0.0 0.0 0.00
H -5.17104 -3.00297 4.33087 0.0 0.0 0.0 0.00
H -0.35823 -4.88265 3.36082 0.0 0.0 0.0 0.00
H 7.46039 -4.44228 -3.30124 0.0 0.0 0.0 0.00
H 5.83541 0.11175 4.40116 0.0 0.0 0.0 0.00
H -3.99145 -1.16180 -2.91528 0.0 0.0 0.0 0.00
H 2.05827 5.39956 1.68146 0.0 0.0 0.0 0.00
H -3.99602 0.48282 4.91121 0.0 0.0 0.0 0.00
H 3.30553 3.25812 2.96142 0.0 0.0 0.0 0.00
H -2.63888 -1.13906 6.37044 0.0 0.0 0.0 0.00
H -4.51939 -2.52936 2.75259 0.0 0.0 0.0 0.00
H 1.39071 -4.03512 -4.74682 0.1 0.1 0.0 0.00
H 3.71227 -2.08596 -0.64542 0.1 0.1 0.1 0.00
H 0.42597 -4.13744 4.76194 0.0 0.0 0.0 0.00
H 2.73714 -4.01868 -1.63801 0.0 -0.1 0.0 0.00
H -4.99132 4.41904 1.08465 0.0 0.0 0.0 0.00
H 4.56674 -4.69335 -0.13358 0.0 0.0 0.0 0.00
H -6.88768 4.34250 -1.27271 0.0 0.0 0.0 0.00
H -0.69455 1.38291 -4.04880 0.0 0.1 0.0 0.00
H 1.34987 -5.18227 3.68288 0.0 0.0 0.0 0.00
H -4.10396 -2.13132 6.45892 0.0 0.0 0.0 0.00
H -5.15803 4.67347 -1.47022 0.0 0.0 0.0 0.00
H 6.87797 -4.91902 -0.93199 0.0 0.0 0.0 0.00
H 0.95985 3.24187 -3.71733 0.0 0.0 0.0 0.00
H -6.70764 4.00530 1.12649 0.0 0.0 0.0 0.00
H 4.05436 -1.05603 -3.48539 0.0 0.0 0.0 0.00
H 0.02626 -3.91896 -2.76105 0.0 -0.1 0.0 0.00
H -5.36328 -0.62987 5.01223 0.0 0.0 0.0 0.00
H -2.33088 -1.61555 -2.51502 0.0 0.0 0.0 0.00
H 3.71338 -2.28954 1.11962 0.1 0.0 -0.1 0.00
H 1.59229 -2.99963 0.77592 0.0 0.0 0.0 0.00
```
Positions in Å, forces in eV/Å.

Its energy relative to the best compared isomer or geometry (same formula, charge and spin) is 0.000 eV. The HOMO-LUMO gap (spin up / spin down) is 6.3 / 6.3 eV. The charge is -1. As for the expectation value of S²: 6.0114. The spin multiplicity is 5.


ORCA calculation (ωB97M-V with the def2-TZVPD basis set) on a structure of composition C56H66MnN4O9S2Se.

```
139
Properties=species:S:1:pos:R:3:forces:R:3:lowdin_spin:R:1
Se -0.25286 -0.07377 -2.23490 -0.1 0.1 0.4 -0.01
Mn -0.53713 -0.05304 0.41874 -0.2 -0.2 -0.9 0.96
S -1.77504 -1.25237 3.30538 0.1 0.0 0.0 0.00
S -1.81663 3.06817 0.97313 -0.1 0.1 0.0 0.00
O -2.42418 -0.29420 -0.12434 -0.1 0.0 0.1 0.01
O 3.39309 -1.50361 -0.17679 0.2 0.1 0.0 0.00
O -2.49792 -0.52465 4.32751 0.0 0.0 0.0 0.00
O -3.21375 3.06298 0.62093 0.0 0.0 0.0 0.00
O 0.03743 -2.03013 0.10573 0.1 0.1 0.3 0.01
O 0.66945 2.84720 -1.72074 0.0 0.0 0.0 0.00
O -2.54927 -2.01941 2.37290 0.0 -0.1 -0.1 0.00
O 5.36161 -1.48841 -1.23970 0.0 -0.1 0.0 0.00
O -1.47538 2.68534 2.31706 0.0 0.1 0.0 0.00
N -0.70492 -0.36548 2.51630 -0.2 0.2 0.0 0.00
N 1.22207 0.71689 1.13595 0.1 -0.1 0.0 0.00
N 4.21450 -1.65268 -3.62788 -0.1 0.0 0.0 0.00
N -0.89767 2.29143 -0.11509 0.1 -0.1 0.4 0.00
C -3.60032 1.00223 -6.34058 0.0 0.0 0.0 0.00
C 0.68347 -6.12899 -4.85961 0.0 0.0 0.0 0.00
C 0.00538 -2.61242 -3.48977 0.0 0.0 0.0 0.00
C 3.24295 1.95554 0.88330 0.0 0.0 0.0 0.00
C 3.34667 2.12553 2.23277 0.0 0.0 0.0 0.00
C 2.37885 1.74161 4.49323 0.0 0.0 0.0 0.00
C 0.37884 -4.63371 -4.96031 0.0 0.0 0.0 0.00
C 0.27873 -3.96823 -3.58886 0.0 0.0 0.0 0.00
C -4.00861 0.60567 -3.87256 0.0 0.0 0.0 0.00
C 3.39429 -1.07084 -2.55081 0.0 0.1 0.1 0.00
C -5.38769 2.25504 -5.16378 0.0 0.0 0.0 0.00
C -0.94609 -4.46791 -5.71882 0.0 0.0 0.0 0.00
C 1.49460 -5.33801 6.41976 0.0 0.0 0.0 0.00
C -0.84899 7.03936 0.70771 0.0 0.0 0.0 0.00
C 0.36166 5.68981 -0.89503 0.0 0.0 0.0 0.00
C -5.41881 0.12308 -0.34532 0.0 0.0 0.0 0.00
C 0.66706 -4.87329 0.13167 0.0 0.0 0.0 0.00
C 1.34937 1.21506 5.22210 0.0 0.0 0.0 0.00
C 2.35985 1.58860 3.08670 0.0 0.0 0.0 0.00
C 0.97376 -6.34300 -0.17275 0.0 0.0 0.0 0.00
C 1.50198 -3.97596 -5.77690 0.0 0.0 0.0 0.00
C -1.49909 5.91695 1.20611 0.0 0.0 0.0 0.00
C 0.46844 -4.64549 -2.38025 0.0 0.0 0.0 0.00
C 0.07088 6.92676 -0.33343 0.0 0.0 0.0 0.00
C -0.58041 -3.94307 6.06917 0.0 0.0 0.0 0.00
C -4.64370 0.91292 -5.22650 0.0 0.0 0.0 0.00
C 1.29824 0.88490 2.48297 0.0 0.0 0.1 0.00
C -0.08670 -1.97697 -2.26361 0.0 0.0 0.0 0.00
C 1.90308 -4.28872 0.83104 0.0 0.0 0.0 0.00
C 2.15242 1.23243 0.37089 0.0 0.0 0.0 0.00
C 0.69091 -4.32254 5.64949 0.0 0.0 0.0 0.00
C 0.22612 0.32978 3.25535 0.1 0.0 0.0 0.00
C 3.94756 -0.83170 -4.81158 0.0 0.0 0.0 0.00
C -6.20445 1.44566 -0.29872 0.0 0.0 0.0 0.00
C -4.35282 0.21024 -1.45466 0.0 0.0 0.0 0.00
C -1.19287 4.69838 0.63297 0.0 0.0 0.0 0.00
C 3.42283 0.45588 -2.83924 0.0 0.0 -0.1 0.00
C 4.02813 0.58302 -4.25080 0.0 0.0 0.0 0.00
C -2.14102 0.15633 -2.42255 0.0 0.0 -0.1 0.00
C -4.88646 -0.12714 1.06784 0.0 0.0 0.0 0.00
C 0.27933 0.52205 4.62785 0.0 0.0 0.0 0.00
C -0.77669 -2.43184 4.21483 -0.1 0.0 0.1 0.00
C -1.31003 -2.99694 5.36250 0.0 0.0 0.0 0.00
C 0.48278 -2.80588 3.77628 0.0 0.0 -0.1 0.00
C -0.12092 3.13891 -0.82654 0.0 -0.1 0.0 0.00
C 1.20921 -3.74088 4.49646 0.0 0.0 0.0 0.00
C -5.64107 -0.19418 -5.59971 0.0 0.0 0.0 0.00
C -0.28638 4.57623 -0.39282 0.0 0.1 0.0 0.00
C -4.81016 0.48110 -2.73313 0.0 0.0 0.0 0.00
C -2.94287 0.01357 -1.26142 0.0 0.0 0.0 0.00
C 4.01070 -1.38656 -1.19340 -0.1 -0.1 -0.1 0.00
C -0.55495 -4.84818 1.05835 0.0 0.0 0.0 0.00
C 0.08864 -2.64739 -1.02174 0.1 0.0 -0.1 0.00
C 0.38912 -4.05411 -1.12837 0.0 0.0 0.0 0.00
C -2.64790 0.43825 -3.68195 0.0 0.0 0.0 0.00
C -6.38393 -1.02713 -0.67904 0.0 0.0 0.0 0.00
H -5.88120 0.61077 -2.85853 0.0 0.0 0.0 0.00
H -4.09353 1.21893 -7.29272 0.0 0.0 0.0 0.00
H -0.12897 -2.00781 -4.38306 0.0 0.0 0.0 0.00
H 0.93326 -5.71729 7.27471 0.0 0.0 0.0 0.00
H 1.16001 -6.86222 0.77135 0.0 0.0 0.0 0.00
H 4.02474 0.98418 -2.09940 0.0 0.0 0.0 0.00
H 1.77125 -3.22877 1.03203 0.0 0.0 0.0 0.00
H -0.09585 -6.65592 -4.30556 0.0 0.0 0.0 0.00
H 1.76252 -6.18775 5.78802 0.0 0.0 0.0 0.00
H -5.84828 2.49039 -6.12986 0.0 0.0 0.0 0.00
H 5.57324 -1.50833 -2.19485 0.0 0.0 0.0 0.00
H -2.21442 5.98998 2.01510 0.0 0.0 0.0 0.00
H 2.01636 1.10442 -0.69141 0.0 0.0 0.0 0.00
H -4.35050 -1.06734 1.14916 0.0 0.0 0.0 0.00
H -1.39590 -5.35685 0.57715 0.0 0.0 0.0 0.00
H 2.78263 -4.40153 0.18927 0.0 0.0 0.0 0.00
H 2.36775 -1.44428 -2.55535 0.0 0.0 0.0 0.00
H 3.48439 1.29954 -4.86515 0.0 0.0 0.0 0.00
H 3.97276 2.37005 0.19994 0.0 0.0 0.0 0.00
H 1.63722 -6.31040 -4.35885 0.0 0.0 0.0 0.00
H -5.84062 -1.97358 -0.71925 0.0 0.0 0.0 0.00
H -6.10987 0.01460 -6.56795 0.0 0.0 0.0 0.00
H 5.07105 0.90193 -4.20002 0.0 0.0 0.0 0.00
H -6.42999 -0.28186 -4.85108 0.0 0.0 0.0 0.00
H -6.88409 -0.88027 -1.64009 0.0 0.0 0.0 0.00
H 2.46195 -4.10069 -5.26835 0.0 0.0 0.0 0.00
H 4.17301 2.67818 2.66732 0.0 0.0 0.0 0.00
H -2.87670 1.79613 -6.14438 0.0 0.0 0.0 0.00
H -7.15227 -1.10624 0.09688 0.0 0.0 0.0 0.00
H -1.20116 -3.41446 -5.84127 0.0 0.0 0.0 0.00
H 3.19282 2.28221 4.96205 0.0 0.0 0.0 0.00
H 1.57797 -4.42517 -6.77316 0.0 0.0 0.0 0.00
H 0.88001 -2.37066 2.86716 0.0 0.0 0.0 0.00
H 2.94417 -1.02049 -5.21492 0.0 0.0 0.0 0.00
H -0.88617 -4.92482 -6.71280 0.0 0.0 0.0 0.00
H -0.52426 0.16581 5.25397 0.0 0.0 0.0 0.00
H -6.17421 2.23401 -4.40774 0.0 0.0 0.0 0.00
H 1.07321 5.57511 -1.70300 0.0 0.0 0.0 0.00
H 4.68039 -1.03245 -5.59486 0.0 0.0 0.0 0.00
H 1.86385 -6.45805 -0.79822 0.0 0.0 0.0 0.00
H -0.33164 -5.36796 1.99683 0.0 0.0 0.0 0.00
H 3.95015 -2.62002 -3.78048 0.0 0.0 0.0 0.00
H -6.68556 1.68023 -1.25164 0.0 0.0 0.0 0.00
H -1.94709 0.52530 -4.50341 0.0 0.0 0.0 0.00
H 0.13450 -6.83993 -0.66720 0.0 0.0 0.0 0.00
H 0.73930 -6.56226 -5.86258 0.0 0.0 0.0 0.00
H -1.00229 -4.38832 6.96452 0.0 0.0 0.0 0.00
H 0.56345 7.81813 -0.70416 0.0 0.0 0.0 0.00
H 2.09205 -4.81979 1.76954 0.0 0.0 0.0 0.00
H 1.32218 -2.90641 -5.89873 0.0 0.0 0.0 0.00
H -5.74366 -0.14725 1.75194 0.0 0.0 0.0 0.00
H -4.21261 0.66384 1.38846 0.0 0.0 0.0 0.00
H -4.69720 3.05866 -4.90057 0.0 0.0 0.0 0.00
H 2.41588 0.87133 -2.80552 0.0 0.0 0.0 0.00
H -0.86621 -3.83406 1.28366 0.0 0.1 0.0 0.00
H -2.28894 -2.68189 5.70054 0.0 0.0 0.0 0.00
H -1.76029 -4.94018 -5.16591 0.0 0.0 0.0 0.00
H 1.33929 1.33577 6.30010 0.0 0.0 0.0 0.00
H 0.69400 -5.70195 -2.41956 0.0 0.0 0.0 0.00
H 2.42506 -4.90420 6.79317 0.0 0.0 0.0 0.00
H -5.53155 2.26359 -0.03898 0.0 0.0 0.0 0.00
H -5.13155 -1.15810 -5.65918 0.0 0.0 0.0 0.00
H -6.98496 1.38257 0.46706 0.0 0.0 0.0 0.00
H 2.19695 -4.02491 4.14911 0.0 0.0 0.0 0.00
H -3.05326 0.06296 -6.44726 0.0 0.0 0.0 0.00
H -1.05729 8.01411 1.13262 0.0 0.0 0.0 0.00
```
Positions in Å, forces in eV/Å.

The HOMO-LUMO gap (spin up / spin down) is 5.8 / 5.6 eV. The charge is -2. As for the expectation value of S²: 1.0622. The spin multiplicity is 2.